Record 1
Density functional theory data (ωB97M-V/def2-TZVPD) for a 2-piece molecular cluster, C4H8S5 overall in a non-equilibrium geometry.

Output
* strongest force on any atom: 6.123 eV/A
* electronic energy: -2147.96608 a.u.

The geometry in ORCA input format:
```
! wB97M-V def2-TZVPD RIJCOSX def2/J DEFGRID3
* xyz 0 1
H 0.24107 -2.74589 -0.13766
S 0.63259 2.76204 1.76593
C 0.80282 -0.68643 0.84359
S -1.51809 -1.49007 -2.41928
H -1.37614 -0.84185 0.84938
S 0.51666 3.33865 -1.20416
H -0.81600 0.23393 1.98605
C 0.05514 2.35452 0.18595
S 1.11357 -2.01271 2.10135
H 1.57549 0.06484 0.81985
S -1.06785 1.08406 -0.25942
H 1.93512 -2.03697 -0.28639
C -0.52173 -0.09698 1.08016
H 1.41883 3.63010 1.21935
H -2.33565 -2.54097 -2.43396
H 0.01080 2.38335 -2.04939
C 1.07010 -2.05525 0.25069
*
```

Want to see where the charge sits? The natural (NBO) charges in e are: 0.2877, 0.2627, -0.3202, -0.9874, 0.2941, 0.1839, 0.2248, -0.4871, 0.0756, 0.2182, 0.5583, 0.2172, -0.5353, 0.1292, 0.1134, 0.1925, -0.4276

***

Record 2
Density functional theory data (ωB97M-V/def2-TZVPD) for C26H72As3F18N6O6 as an isolated structure in a non-equilibrium geometry.

Output
* strongest force on any atom: 4.008 eV/A
* electronic energy: -10318.16995 a.u.

The geometry in ORCA input format:
```
! wB97M-V def2-TZVPD RIJCOSX def2/J DEFGRID3
* xyz 3 1
H 0.09170 -4.62220 5.10870
H 1.55992 -4.52113 3.26264
C -5.47700 -1.02476 -2.69376
C 2.69723 -6.83118 5.44994
H -2.18305 4.73323 -4.96863
H 3.44994 3.24258 3.92750
H 3.30364 0.34628 6.86158
O -3.91062 -1.91014 -0.18217
N 4.41760 1.97630 -6.15099
C -4.02828 2.57903 2.23574
H 0.06178 -6.42965 3.46223
H 2.48738 1.48439 -7.13970
F 2.22584 -0.42776 4.54173
H -2.23785 -2.17700 -3.03846
C 0.59518 -7.06218 4.16817
N -4.19907 -1.55386 -3.37386
F 2.25432 0.47332 -0.75379
H 1.69809 -4.42653 5.91792
H -6.02317 -1.89171 -2.40030
H -1.99179 0.86602 2.96689
H 5.08274 0.33653 -5.07443
C -4.62779 -2.61623 -4.37369
C 2.23989 -5.34525 3.54413
C 3.58773 2.19272 5.81102
H -4.23969 0.23004 -4.62067
H 4.24626 -8.21597 5.45775
N -4.11347 1.13131 2.35599
H -5.77844 0.90902 3.62940
C -4.42259 -0.73856 4.09504
H 2.50089 1.83070 -5.39784
H -3.50556 -3.19774 -2.40809
C -4.67159 0.69152 3.68462
H -3.03478 0.19223 -3.23878
H -1.11243 3.99114 -2.91323
H 6.36630 1.75459 -7.09025
C -1.13454 4.86542 -4.85381
H -0.62639 3.02667 -4.11622
C -2.92977 -1.61012 -1.12177
H 3.28164 -8.50354 4.04128
H 3.11507 -4.84957 3.86840
F -0.09923 0.02677 3.77828
H -0.00080 -7.33289 5.01330
F -2.55497 2.10452 -3.38589
O 4.95152 5.56614 -6.54024
C 4.21203 3.46867 -5.99900
H 0.69001 5.61575 -2.04808
H 2.09139 2.03211 4.18286
As 0.62666 -1.16769 4.83480
C -2.68854 0.61977 2.15225
H 5.58860 6.09774 -6.05001
C 1.25639 4.73661 -2.31848
F 1.33065 -2.22370 5.97667
H -6.00570 0.87562 1.39865
H 3.34111 -6.12648 5.99078
H -4.67528 1.07837 0.25547
H -5.93424 -1.83716 3.83006
O 1.56295 4.15493 -4.63253
F 2.61140 1.96489 -2.67857
F 0.58028 1.14352 -3.72778
F 0.19961 -0.35990 -1.93863
C 5.08028 1.41854 -4.89469
As 1.40554 0.75856 -2.26931
H -2.72239 -0.64965 -4.76733
H -2.28838 1.06213 1.24899
H -0.58614 4.67274 -5.75927
C 5.38305 4.24962 -6.37921
N 2.77523 1.25672 6.76679
H 1.11422 3.90682 -1.65382
H 0.99946 -8.02297 3.73192
C 5.26489 1.61680 -7.29367
H -2.78287 -0.48441 -1.21904
N 1.65629 -6.09933 4.69736
H -1.08648 5.86739 -4.47309
H -3.37298 2.99666 2.97399
F -3.89355 4.22720 -3.36324
F 0.45572 0.00076 6.10135
F -4.77123 3.60287 -1.08089
H -5.95581 -0.30821 -3.36183
H -3.37107 -1.15292 4.07371
H -4.99891 2.97219 2.22794
C 3.17306 2.27612 4.34288
H -4.87306 -0.47385 1.17647
H -5.40310 -3.30270 -3.95548
F -4.94464 1.98383 -3.03516
H -4.66839 -0.71622 5.20011
H -3.75876 -3.13600 -4.72803
H 2.23798 -7.45641 6.17861
H -4.04513 -2.88203 -0.20848
H 3.94418 3.72643 -4.96585
C -3.15185 -2.14029 -2.44273
F -3.43169 1.55064 -1.11740
H 5.30708 -7.36008 3.65244
H 6.17179 4.28991 -5.64445
C 3.67740 -7.66285 4.67123
H 1.83363 1.05201 6.39516
H 2.35011 4.93659 -2.17247
F -0.85909 -1.89943 5.08187
H 3.39150 3.86232 -6.65035
C 3.04410 1.31339 -6.21282
C -4.96839 0.60809 1.25084
H 3.73350 1.40142 3.92635
H -2.66535 -0.45303 1.92220
H -4.98583 -2.13581 -5.27196
C 0.92520 4.32140 -3.65161
O 4.48424 2.78936 6.34548
H 0.68419 -5.70943 6.47227
H 4.46209 1.63618 -4.06030
H -5.07078 -0.52125 -1.84175
H 5.01777 2.10173 -8.23707
O 4.54815 -6.83491 3.87803
F -2.33636 3.66828 -1.49580
F 0.51096 2.00312 -1.46083
H 3.19165 0.22270 -5.97329
O -5.12795 -1.67930 3.36003
H 2.13354 2.79639 8.05219
H 6.05621 1.84286 -4.77412
H 3.78810 2.14197 8.32366
H 2.36919 1.31438 8.95896
F 0.86344 -2.36969 3.55539
H -4.21879 1.36990 4.37373
H 5.15291 0.51609 -7.46773
As -3.68109 2.87900 -2.21090
F 2.41398 -0.44986 -3.12270
H 5.80429 3.95528 -7.38421
H -3.65175 2.84892 1.19454
H -1.96599 -1.80105 -0.65771
N -0.56580 3.99372 -3.78883
H 2.42926 -6.01536 2.66323
C -3.48278 -0.39799 -4.06420
C 0.98802 -5.14523 5.60471
C 2.76502 1.91370 8.13505
*
```

Löwdin atomic charge list, values in e, 99 entries: 0.1430, 0.0934, 0.0589, -0.1295, 0.0801, 0.0988, 0.1999, -0.0641, -0.3397, -0.0072, 0.1089, 0.1171, -0.2663, 0.1488, 0.0416, -0.3112, -0.2519, 0.0780, 0.0992, 0.0975, 0.1178, 0.0150, 0.0077, -0.3417, 0.1244, 0.1448, -0.3406, 0.1663, -0.2562, 0.0765, 0.1473, -0.0881, 0.0672, 0.1165, 0.1328, 0.0266, 0.1328, -0.2818, 0.1363, 0.0960, -0.2511, 0.0965, -0.2771, -0.0240, -0.1320, 0.1135, 0.0905, 0.7301, 0.0202, 0.1074, 0.0239, -0.2307, 0.1133, 0.1573, 0.0973, 0.0942, 0.1572, -0.2580, -0.2442, -0.2132, 0.0395, 0.7232, 0.1024, 0.0967, 0.1047, -0.2893, 0.0786, 0.0709, 0.1305, -0.0316, 0.1270, -0.3611, 0.1103, 0.1126, -0.2474, -0.2495, -0.2158, 0.1117, 0.1323, 0.1001, 0.0279, 0.0773, 0.1265, -0.2363, 0.1528, 0.0997, 0.1364, 0.1279, 0.1332, -0.1232, -0.2677, 0.0934, 0.1335, -0.2158, 0.1033, 0.1317, -0.2099, 0.1602, 0.0245

***

Record 3
Density functional theory data (ωB97M-V/def2-TZVPD) for C4H5NO in the gas phase in a non-equilibrium geometry.

Output
* SMILES string: C[C@@]1(C#N)CO1
* strongest force on any atom: 1.433 eV/A
* electronic energy: -285.35322 a.u.

The geometry in ORCA input format:
```
! wB97M-V def2-TZVPD RIJCOSX def2/J DEFGRID3
* xyz 0 1
C 1.19898 -0.62304 0.35506
C 0.40319 1.61947 -0.32652
H 2.07326 -0.13104 0.77376
H 0.93661 -1.59382 0.76886
H -1.31988 -1.37720 0.19705
H -1.94146 -0.13988 -0.90178
C -1.32896 -0.30160 -0.01303
H -1.83071 0.17489 0.83867
O 0.98199 -0.54197 -1.04096
N 0.72404 2.72487 -0.46285
C 0.10292 0.18931 -0.18827
*
```

Want to see where the charge sits? The natural (NBO) charges in e are: -0.0780, 0.2564, 0.1990, 0.1893, 0.2262, 0.2309, -0.6180, 0.2316, -0.4481, -0.2929, 0.1035

***

Record 4
Density functional theory data (ωB97M-V/def2-TZVPD) for C18H16N2OTl as an isolated structure in a non-equilibrium geometry.

Output
* strongest force on any atom: 3.580 eV/A
* electronic energy: -1052.46028 a.u.

The geometry in ORCA input format:
```
! wB97M-V def2-TZVPD RIJCOSX def2/J DEFGRID3
* xyz 1 1
C 4.69822 0.99226 -1.60341
C 3.10096 -0.49863 -0.57865
Tl 0.00674 -1.60712 1.18226
H 2.75894 -1.51141 -0.37914
H -2.65527 -1.34148 2.87161
C -0.99661 1.17708 1.28799
C 0.66157 -3.67546 -0.67704
C -1.88448 2.19608 1.47408
H -3.78612 2.73100 2.11577
H 1.39754 -4.40518 -0.87805
H 2.28468 4.00309 -0.60485
H -4.37695 -2.15495 -2.62781
H 4.92202 -1.12011 -1.38967
H -0.03397 3.63052 0.41593
C 1.90316 3.03802 -0.34090
C -2.82598 -1.94669 -1.14241
H -4.86762 -1.41272 -1.10246
C 4.33979 -0.25019 -1.12625
C -4.23778 -2.12517 -1.52607
H -1.72247 3.16667 1.05747
H 0.60306 -2.99731 -1.54994
H -4.44992 -3.18012 -1.16989
H -0.34269 -4.15312 -0.52782
C -1.34655 -0.11503 1.71740
C 3.98356 2.12144 -1.30191
N -1.74261 -1.73844 -0.82892
C 2.28666 0.64793 -0.31174
C -2.45883 -0.31682 2.48028
H 5.56288 1.06556 -2.22938
H 4.30716 3.09818 -1.56714
H -4.32569 0.47794 3.05868
C 0.25742 1.48136 0.59317
C -3.09366 1.93968 2.15744
N 1.04616 0.45108 0.28814
C -3.36688 0.70075 2.63195
C 0.67268 2.84109 0.22936
O 1.03497 -3.12097 0.57320
C 2.68596 1.91122 -0.67132
*
```

Want to see where the charge sits? The Löwdin charges in e are: -0.0730, 0.0145, 1.3086, 0.0967, 0.1226, -0.2105, -0.2282, 0.0024, 0.1052, 0.0723, 0.1231, 0.1077, 0.1156, 0.0966, 0.0241, -0.1783, 0.0616, -0.0624, -0.0203, 0.1040, 0.0779, 0.1180, 0.0831, -0.2810, 0.0199, 0.1448, -0.1926, -0.1203, 0.1105, 0.1092, 0.1168, -0.1855, -0.0305, 0.0721, -0.0727, 0.0392, -0.4411, -0.1502

***

Record 5
Density functional theory data (ωB97M-V/def2-TZVPD) for a 2-piece molecular cluster, C5H9N3 overall in a non-equilibrium geometry.

Output
* SMILES string: [H]/N=C/[C@H](N)C=C.C#N
* strongest force on any atom: 3.464 eV/A
* electronic energy: -360.04821 a.u.

The geometry in ORCA input format:
```
! wB97M-V def2-TZVPD RIJCOSX def2/J DEFGRID3
* xyz 0 1
C 2.39161 -0.48274 -0.75969
C -2.05863 1.62560 0.04564
H -1.48674 2.45533 -0.35087
C -1.47086 0.57193 0.59977
C -0.00661 0.37647 0.65372
H -0.41135 -2.10883 -1.74992
N 2.86584 -0.68682 0.29059
C 0.26031 -0.50794 -0.91353
H 0.05682 0.15293 -1.77207
H 0.56683 1.29354 0.52129
H -2.05750 -0.24558 0.99741
H 2.53657 -0.22365 -1.79575
N 0.47840 -0.38741 1.70480
H 0.01580 -1.29004 1.75850
H 1.49604 -0.53802 1.61688
H -3.13278 1.73016 0.02911
N -0.04374 -1.73491 -0.87588
*
```

Want to see where the charge sits? The natural (NBO) charges in e are: 0.0652, -0.3792, 0.1911, -0.1881, -0.0452, 0.3445, -0.3402, 0.0352, 0.1477, 0.1970, 0.2087, 0.2443, -0.8107, 0.3709, 0.4011, 0.2040, -0.6461

***

Record 6
Density functional theory data (ωB97M-V/def2-TZVPD) for a 2-piece molecular cluster, C5H5ClF2N2 overall in a non-equilibrium geometry.

Output
* SMILES string: C/C(Cl)=C/N=C/F.N#CF
* strongest force on any atom: 5.957 eV/A
* electronic energy: -962.84138 a.u.

The geometry in ORCA input format:
```
! wB97M-V def2-TZVPD RIJCOSX def2/J DEFGRID3
* xyz 0 1
F -3.61225 0.78914 0.03126
N -1.22316 -2.62726 -0.20279
H 2.51445 0.83544 1.06833
H 0.08081 0.33048 1.93064
Cl 0.00823 0.78792 -1.78135
C -0.30599 0.56324 0.88982
C -2.37038 0.22850 -0.00099
H 2.66035 0.00100 -0.65313
C 0.62995 0.57220 -0.09013
H 2.51966 1.78996 -0.37237
C 2.10491 0.76413 0.02922
F 1.03554 -1.90825 -0.49054
N -1.59603 0.63347 0.84961
C -0.13522 -2.33526 -0.35919
H -2.31085 -0.42471 -0.84841
*
```

Want to see where the charge sits? The natural (NBO) charges in e are: -0.3382, -0.4282, 0.2429, 0.2095, -0.0768, -0.0352, 0.5534, 0.2283, -0.0509, 0.2378, -0.6758, -0.2286, -0.4806, 0.6619, 0.1804

***

Record 7
Density functional theory data (ωB97M-V/def2-TZVPD) for a 4-piece molecular cluster, CH11NO3 overall in a non-equilibrium geometry.

Output
* SMILES string: CN.O.O.O
* strongest force on any atom: 4.631 eV/A
* electronic energy: -325.12266 a.u.

The geometry in ORCA input format:
```
! wB97M-V def2-TZVPD RIJCOSX def2/J DEFGRID3
* xyz 0 1
C -2.31996 1.05545 -0.15228
O 0.72649 -1.99994 -1.84677
H -0.03480 -2.37881 -1.38326
N -1.24927 2.06364 -0.32226
H 0.38392 -1.90872 2.02765
H -1.10901 2.66986 0.38502
H 0.82140 1.02712 0.20655
H -2.00289 0.18293 -0.67721
O 1.67171 0.59824 -0.00388
H -0.91329 2.17497 -1.29119
H 1.60779 -0.91608 1.77877
H 1.53366 -0.25800 -0.45664
H -3.12217 1.53274 -0.71703
O 0.94819 -1.22972 2.46957
H 1.01798 -2.55593 -2.57935
H -2.28907 0.70306 0.92481
*
```

Want to see where the charge sits? The natural (NBO) charges in e are: -0.4312, -0.9650, 0.4799, -0.9047, 0.4610, 0.3719, 0.4933, 0.1797, -0.9871, 0.3835, 0.4924, 0.4850, 0.1979, -0.9582, 0.4869, 0.2146

***

Record 8
Density functional theory data (ωB97M-V/def2-TZVPD) for C10H31AgO12 as an isolated structure in a non-equilibrium geometry.

Output
* strongest force on any atom: 1.696 eV/A
* electronic energy: -1449.35087 a.u.

The geometry in ORCA input format:
```
! wB97M-V def2-TZVPD RIJCOSX def2/J DEFGRID3
* xyz 0 1
O -0.93130 2.66995 -2.14471
H -5.58390 -2.81183 -1.23269
H -2.98401 1.39563 -0.88212
H 2.30010 -2.98455 0.03764
C 1.56445 4.04153 1.92247
H 5.43530 2.58935 -0.86105
O -0.69230 1.81207 0.59572
C 4.37374 -0.93789 3.11011
O 4.26723 -0.63496 1.72829
Ag -1.49699 3.29394 2.50357
O -3.63584 3.23013 -1.36756
H -1.81813 0.97210 -3.00093
C -3.89012 -1.61731 -0.71198
H 0.12666 -0.95740 0.96179
C -3.23207 1.92369 -1.80617
H 3.37511 2.17265 0.17804
C -0.05027 0.75729 0.83874
H 1.23034 4.14368 0.89013
C 0.88270 -3.40101 1.19118
H -4.13402 -3.73507 -0.95175
H -3.96690 -1.73257 0.37648
H 0.05491 -2.87686 1.66616
H -4.44470 -0.70729 -0.96775
H -2.42054 2.58000 -3.58741
C -4.50797 -2.80998 -1.41211
H 3.42227 1.51649 -1.47928
O 1.11940 0.71334 1.27649
H -3.27720 3.88289 -1.97668
H 2.62894 3.80591 1.95154
H 1.01286 -4.86271 -1.66222
C 0.32512 -4.14426 -0.00250
H -3.22557 -2.60987 -2.77781
H -2.09474 -0.94558 -0.49267
H -0.42331 -3.54070 -0.53070
O -2.51513 -1.58818 -1.08486
H 5.40158 -1.20490 3.35078
O 4.67440 3.11519 -1.11372
H 4.11717 -0.07489 3.73779
O -0.63918 -0.46284 0.61133
H 1.36678 -4.11857 1.86024
O 1.83505 -2.45517 0.70174
H 3.69407 -1.75593 3.36376
H -0.77953 2.25635 -1.27869
H 1.46651 5.01916 2.40020
H -4.06887 1.44847 -2.32500
H 0.97193 2.23381 2.25149
C 3.45562 2.43265 -0.87806
O -4.17162 -2.80587 -2.78728
O 0.86439 3.09198 2.73916
H 3.33804 -0.75841 1.49527
H 2.59979 3.01009 -1.21997
O 1.38979 -4.60371 -0.81739
H -0.28811 -4.98879 0.35170
C -2.02196 2.01880 -2.73872
*
```

Want to see where the charge sits? The natural (NBO) charges in e are: -0.7366, 0.1786, 0.1694, 0.4927, -0.2656, 0.4687, -0.8761, -0.2429, -0.7372, 0.9389, -0.7410, 0.1707, -0.0940, 0.5198, -0.0858, 0.1730, 0.9634, 0.1887, -0.0896, 0.1505, 0.1616, 0.1766, 0.1630, 0.1663, -0.0786, 0.1628, -0.7711, 0.4674, 0.1908, 0.4845, -0.1017, 0.4797, 0.5076, 0.1841, -0.7651, 0.1727, -0.7388, 0.1538, -0.7467, 0.1714, -0.7405, 0.1616, 0.4976, 0.1737, 0.1665, 0.5242, -0.2469, -0.7146, -0.8174, 0.4927, 0.1806, -0.7349, 0.1607, -0.0896